(1)
{
  "formula": "C26H42CsN6O7S3",
  "method": "wB97M-V/def2-TZVPD",
  "lumo_energy_ev": 2.04,
  "de_lowest_ev": 1.855,
  "homo_energy_ev": -5.6904,
  "total_charge": -1,
  "multiplicity": 1,
  "elements": ["Cs", "C", "C", "N", "N", "C", "N", "S", "C", "C", "C", "C", "C", "N", "H", "H", "H", "H", "H", "H", "H", "H", "H", "H", "N", "C", "N", "O", "H", "H", "H", "H", "C", "C", "C", "C", "C", "C", "C", "C", "C", "C", "O", "O", "H", "H", "H", "H", "H", "H", "H", "H", "H", "H", "H", "C", "S", "O", "O", "O", "H", "H", "H", "C", "C", "C", "S", "O", "C", "C", "C", "H", "H", "H", "H", "H", "H", "H", "H", "H", "H", "H", "H", "H", "H"],
  "xyz": [[0.40709, 0.55024, -0.21405], [-2.33540, 0.23648, 3.43746], [-1.58419, -1.03630, 3.14654], [-1.79606, -1.83183, 2.17100], [-2.67248, -1.40229, 1.20300], [-3.11184, -2.28176, 0.23286], [-3.51828, -1.63089, -0.87698], [-3.24913, -3.92933, 0.45160], [-0.44631, -1.40208, 4.06320], [-0.04737, -0.49803, 5.04165], [1.02676, -0.81462, 5.85565], [1.67246, -2.02337, 5.67167], [1.19831, -2.86443, 4.67263], [0.17035, -2.57282, 3.88225], [-1.73188, 1.11968, 3.20271], [-2.59114, 0.27736, 4.49871], [-3.27159, 0.29024, 2.89304], [-2.83449, -0.42204, 1.05399], [-3.01273, -0.80017, -1.20630], [-3.84150, -2.24951, -1.60238], [-0.54797, 0.45695, 5.14344], [1.35776, -0.11822, 6.61596], [2.52328, -2.31126, 6.27499], [1.67580, -3.82399, 4.49673], [2.95417, 1.50536, -2.52546], [3.34652, 0.18201, -2.59731], [2.71007, -0.54825, -3.56503], [4.22760, -0.27144, -1.87001], [2.03314, 1.71698, -2.88059], [3.19977, 1.97399, -1.66952], [1.75649, -0.24278, -3.73288], [2.72916, -1.53898, -3.35030], [-1.38342, 3.21057, -8.04253], [-1.35332, 2.55673, -6.68289], [-1.29996, 1.17328, -6.56119], [-1.22641, 0.54786, -5.32105], [-1.19410, -0.96111, -5.22706], [-1.22021, 1.33701, -4.16888], [-1.28917, 2.72814, -4.26157], [-1.25849, 3.58325, -3.01620], [-1.35123, 3.31896, -5.52084], [-1.05828, 0.67357, -2.81454], [-2.04489, 0.59025, -2.04119], [0.10881, 0.27524, -2.55242], [-1.79475, 2.53791, -8.79667], [-0.37829, 3.49108, -8.36784], [-1.98854, 4.11874, -8.03484], [-1.31094, 0.56028, -7.45904], [-0.99423, -1.40873, -6.20115], [-2.15493, -1.34586, -4.87360], [-0.43616, -1.30977, -4.52284], [-1.85092, 3.14050, -2.21600], [-1.64255, 4.58192, -3.22370], [-0.23680, 3.69916, -2.63947], [-1.40174, 4.40351, -5.59284], [2.40537, 2.02064, 3.56288], [1.12395, 1.85963, 2.37768], [0.95490, 0.41767, 2.16891], [-0.05191, 2.48949, 2.95944], [1.60189, 2.51448, 1.15629], [2.11815, 1.44705, 4.44766], [2.51489, 3.07867, 3.80516], [3.32621, 1.62303, 3.13325], [4.13679, -1.33714, 1.49006], [4.28733, -2.79778, 1.04266], [3.71438, -3.07658, -0.34934], [2.04163, -2.49857, -0.60290], [1.67716, -2.93943, -2.01003], [1.14307, -3.58324, 0.57778], [0.38697, -4.71411, -0.11617], [1.19967, -6.00308, -0.20077], [4.68266, -1.15732, 2.41943], [3.09089, -1.06822, 1.67467], [4.51371, -0.65478, 0.72325], [3.83595, -3.46333, 1.78277], [5.34606, -3.06170, 1.00962], [3.69479, -4.13559, -0.61664], [4.26450, -2.51241, -1.10369], [0.47458, -2.94363, 1.16170], [1.89642, -3.97686, 1.26470], [0.11303, -4.40409, -1.12405], [-0.54375, -4.86863, 0.42599], [2.12223, -5.85344, -0.76910], [0.63338, -6.79284, -0.70074], [1.47304, -6.36860, 0.79476]],
  "forces_ev_per_a": [[-0.75, -0.48, -0.17], [0.12, -0.03, -0.02], [0.28, -0.09, 0.23], [-0.02, 0.42, -0.26], [0.09, -1.04, -0.03], [0.00, 0.24, 0.46], [0.01, -0.05, -0.37], [0.06, 0.35, -0.04], [-0.36, -0.08, -0.16], [0.03, 0.13, 0.18], [-0.07, 0.05, -0.03], [0.01, -0.09, -0.06], [-0.09, 0.09, -0.09], [0.04, 0.06, 0.10], [0.00, -0.06, 0.03], [0.06, -0.01, -0.04], [-0.13, -0.06, -0.11], [0.06, 0.27, -0.03], [-0.04, -0.05, 0.08], [-0.03, 0.04, -0.01], [0.10, -0.08, -0.02], [0.01, 0.01, 0.01], [-0.01, -0.01, 0.00], [-0.01, 0.00, -0.02], [-0.03, -0.08, -0.06], [0.05, 0.10, 0.22], [-0.02, -0.07, 0.06], [-0.09, 0.09, -0.16], [-0.01, -0.03, 0.00], [0.11, -0.01, 0.05], [0.01, -0.01, 0.02], [0.00, -0.01, -0.02], [-0.01, 0.00, 0.03], [0.00, 0.00, -0.02], [0.01, -0.03, -0.04], [-0.03, -0.11, 0.01], [0.00, 0.07, 0.01], [-0.05, 0.06, 0.04], [0.01, 0.01, 0.05], [0.03, -0.03, -0.06], [-0.02, 0.03, 0.01], [-0.13, -0.07, -0.25], [0.15, -0.02, -0.22], [-0.71, -0.29, -3.35], [0.00, 0.00, 0.03], [0.00, -0.01, 0.02], [0.01, -0.01, 0.02], [0.00, 0.03, 0.04], [0.00, 0.03, 0.01], [0.02, 0.03, 0.00], [-0.02, 0.05, -0.03], [-0.02, -0.01, -0.04], [0.00, 0.01, 0.00], [-0.02, -0.03, -0.03], [0.01, -0.07, 0.01], [0.39, 0.05, 0.35], [0.08, 0.45, 0.43], [0.56, -0.08, 2.57], [0.02, 0.01, 0.04], [0.31, 0.58, 0.64], [0.06, 0.10, -0.12], [0.03, -0.10, -0.02], [-0.08, 0.03, 0.06], [-0.10, -0.02, -0.08], [-0.08, 0.14, -0.03], [0.20, -0.06, 0.09], [-0.58, -0.12, -0.62], [0.30, 0.11, 0.69], [0.03, -0.03, -0.05], [0.15, -0.04, 0.06], [0.01, -0.04, -0.01], [0.01, -0.05, -0.04], [0.08, -0.06, 0.00], [0.00, -0.07, 0.02], [-0.02, 0.01, 0.01], [0.05, -0.01, -0.01], [0.16, 0.00, 0.07], [0.06, -0.03, -0.02], [0.02, -0.01, -0.13], [-0.11, 0.03, 0.04], [-0.04, 0.09, -0.02], [-0.01, -0.08, 0.05], [-0.06, 0.01, 0.01], [0.01, 0.04, 0.02], [-0.02, 0.04, -0.05]]
}

(2)
{
  "formula": "C26H42IN2O3RuSSi2Te",
  "method": "wB97M-V/def2-TZVPD",
  "lumo_energy_ev": [-11.78, -11.75],
  "homo_energy_ev": [-16.9996, -17.0159],
  "total_charge": 3,
  "multiplicity": 1,
  "elements": ["Ru", "C", "C", "N", "C", "C", "C", "O", "C", "C", "N", "C", "C", "C", "C", "C", "C", "I", "C", "O", "H", "H", "H", "H", "H", "H", "H", "H", "H", "H", "H", "H", "C", "Si", "C", "C", "C", "Te", "C", "Si", "C", "C", "C", "H", "H", "H", "H", "H", "H", "H", "H", "H", "H", "H", "H", "H", "H", "H", "H", "H", "H", "H", "H", "H", "H", "O", "S", "C", "C", "C", "C", "H", "H", "H", "H", "H", "H", "H", "H"],
  "xyz": [[0.76218, 0.65123, -0.36491], [-2.29698, 4.04707, 0.11836], [-1.07045, 4.04929, 0.95998], [-0.77195, 5.14017, 1.62998], [0.30391, 5.15604, 2.41948], [1.14913, 4.04524, 2.64927], [2.29821, 4.14279, 3.61321], [3.38849, 3.39303, 3.09013], [0.89113, 2.87454, 1.93976], [1.52280, 1.61882, 2.32698], [1.55204, 0.58141, 1.57123], [1.87163, -0.69092, 2.15482], [2.90502, -0.86000, 3.06834], [3.14596, -2.11399, 3.61091], [2.36385, -3.20190, 3.24980], [1.33305, -3.05080, 2.32807], [1.11616, -1.79843, 1.78783], [-0.45323, -1.48955, 0.41763], [-0.19989, 2.89026, 1.02781], [-0.50714, 1.87355, 0.27046], [-2.83476, 4.97746, 0.27792], [-2.94212, 3.20247, 0.37146], [-2.04409, 3.96524, -0.93816], [0.49866, 6.10436, 2.91099], [1.99115, 3.75742, 4.59400], [2.56162, 5.19437, 3.74345], [4.19996, 3.66111, 3.53804], [1.84573, 1.52591, 3.35831], [3.52618, -0.01519, 3.34370], [3.95074, -2.24120, 4.32239], [2.55176, -4.17558, 3.68207], [0.72094, -3.89876, 2.04908], [1.89602, 4.71427, -3.88146], [1.73523, 2.95773, -3.31937], [2.94710, 1.80998, -4.13605], [2.02296, 2.94126, -1.44310], [-0.05158, 2.39491, -3.58996], [-0.75607, 0.66643, -2.57797], [0.03641, -0.80057, -3.88397], [-1.22985, -1.25632, -5.27112], [-2.68279, -2.04182, -4.41115], [-0.33963, -2.42462, -6.40345], [-1.70416, 0.33826, -6.11477], [2.90417, 5.09416, -3.69887], [1.18947, 5.37707, -3.37649], [1.71131, 4.79026, -4.95528], [3.96776, 2.17213, -3.99035], [2.77030, 1.77912, -5.21384], [2.90230, 0.78398, -3.75812], [3.02570, 3.29407, -1.18320], [2.05606, 1.91002, -1.00077], [1.31367, 3.56366, -0.90138], [-0.23835, 2.16802, -4.64271], [-0.75150, 3.18627, -3.31972], [0.27450, -1.66589, -3.26367], [0.96384, -0.39598, -4.28924], [-2.39181, -2.95231, -3.88236], [-3.44130, -2.32752, -5.14391], [-3.17261, -1.36717, -3.70223], [-0.01934, -3.32994, -5.88387], [0.53641, -1.96089, -6.86108], [-1.00385, -2.73484, -7.21438], [-2.22148, 1.03908, -5.45259], [-2.39649, 0.12896, -6.93412], [-0.83925, 0.84149, -6.55506], [2.04890, -0.54745, -1.30830], [3.55545, -0.35567, -1.73408], [3.97634, -2.03992, -2.28082], [5.05178, -2.56131, -1.32703], [4.74466, -1.96250, 0.04133], [4.54936, -0.47519, -0.22825], [4.26230, -2.00996, -3.33023], [3.03034, -2.57380, -2.17285], [6.04111, -2.24240, -1.65988], [5.04735, -3.65028, -1.32534], [5.56105, -2.11872, 0.74547], [3.84071, -2.39457, 0.47141], [5.48723, 0.02751, -0.47719], [4.04199, 0.10417, 0.54687]],
  "forces_ev_per_a": [[0.03, 0.08, -0.32], [-0.02, -0.06, 0.03], [0.19, -0.30, 0.03], [0.02, -0.12, 0.04], [0.51, -0.57, 0.06], [-0.35, 0.42, -0.13], [-0.01, 0.10, 0.11], [-0.04, -0.02, -0.04], [0.32, 0.24, 0.24], [-0.13, 0.31, 0.07], [0.06, -0.20, -0.11], [0.09, 0.04, -0.07], [-0.02, 0.08, -0.02], [0.02, -0.01, 0.02], [-0.02, -0.02, 0.00], [0.00, -0.01, 0.02], [-0.05, -0.03, -0.04], [-0.05, -0.14, 0.07], [-0.50, 0.29, -0.14], [-0.18, 0.13, 0.08], [0.02, -0.01, 0.00], [0.03, 0.00, -0.03], [0.00, -0.03, -0.12], [0.08, -0.07, 0.04], [0.03, 0.01, 0.00], [-0.01, -0.02, 0.01], [-0.03, -0.02, 0.00], [0.02, 0.07, 0.06], [0.00, 0.00, 0.01], [0.00, 0.00, 0.00], [0.00, 0.01, -0.01], [0.01, 0.01, 0.00], [0.03, 0.00, -0.03], [-0.13, 0.08, -0.01], [-0.07, -0.13, -0.16], [0.02, 0.00, 0.07], [0.09, 0.00, -0.05], [-0.05, 0.00, -0.08], [0.00, 0.06, -0.01], [-0.02, -0.02, 0.03], [-0.03, 0.03, 0.00], [0.00, -0.01, -0.03], [-0.02, 0.01, -0.03], [-0.02, -0.01, -0.01], [0.02, -0.03, -0.01], [0.00, 0.02, 0.01], [0.00, -0.02, 0.01], [0.00, 0.03, -0.01], [-0.12, 0.31, -0.30], [-0.02, 0.02, 0.01], [0.13, -0.15, 0.13], [-0.09, 0.02, 0.04], [0.00, 0.00, 0.00], [-0.02, 0.06, 0.03], [0.00, -0.04, 0.01], [0.06, 0.02, 0.01], [0.00, 0.00, 0.01], [0.02, 0.00, 0.01], [0.02, -0.03, -0.02], [0.00, 0.01, 0.00], [0.00, -0.01, 0.00], [0.02, 0.01, 0.02], [0.00, -0.01, 0.00], [0.02, -0.01, 0.01], [-0.01, 0.00, -0.01], [0.14, -0.12, 0.02], [0.11, -0.17, 0.46], [-0.03, -0.03, 0.01], [0.03, 0.00, -0.02], [0.14, 0.06, -0.02], [-0.14, 0.00, 0.12], [0.01, 0.02, 0.00], [0.00, -0.01, -0.04], [-0.02, -0.02, -0.01], [-0.03, 0.00, 0.01], [-0.01, 0.00, 0.01], [-0.08, -0.03, 0.02], [0.02, -0.01, -0.01], [0.06, -0.04, -0.06]]
}